Here is one molecule with the formula CH4I2Si at a distorted geometry from the OMol25 dataset. Energies are from ωB97M-V/def2-TZVPD.

Last column: Mulliken charge in e.
CARTESIAN COORDINATES (ANGSTROEM)
C (0.168, 0.010, 1.070)  -0.9948
Si (-0.199, -0.223, -0.763)  0.2924
I (1.882, 0.102, -2.051)  -0.0846
I (-1.858, 1.461, -1.475)  -0.0845
H (0.561, 1.004, 1.272)  0.3014
H (-0.732, -0.119, 1.664)  0.3280
H (0.903, -0.713, 1.412)  0.3280
H (-0.727, -1.522, -1.128)  -0.0858

Properties
**HOMO**: -9.59 eV
**Max |F|**: 0.0197 Eh/bohr
**Total energy**: -925.460559 hartree
**SMILES**: C[SiH](I)I
**Net charge**: 0
**HOMO-LUMO gap**: 9.9 eV
**2S+1**: 1